{"formula": "C48H38N4O5PSSc", "method": "wB97M-V/def2-TZVPD", "e_tot_ha": -3947.51762, "de_lowest_kcal_mol": 21.7, "lumo_ev": -0.32, "fmax_ev_per_a": 2.89, "orbital_gap_ev": 7.08, "symbols": ["Sc", "C", "O", "C", "C", "C", "C", "C", "C", "N", "N", "C", "O", "C", "C", "C", "C", "C", "C", "C", "O", "H", "H", "H", "H", "H", "H", "H", "H", "H", "H", "H", "H", "O", "S", "O", "N", "C", "C", "C", "C", "C", "C", "C", "C", "N", "C", "C", "C", "C", "C", "C", "C", "H", "H", "H", "H", "H", "H", "H", "H", "H", "H", "H", "C", "C", "C", "C", "C", "C", "P", "C", "C", "C", "C", "C", "C", "C", "C", "C", "C", "C", "C", "H", "H", "H", "H", "H", "H", "H", "H", "H", "H", "H", "H", "H", "H", "H"], "positions_angstrom": [[-10.164586, -4.721974, -14.022676], [-5.826006, -3.337500, -15.131205], [-6.542481, -3.231731, -16.366252], [-7.025701, -4.414986, -16.818257], [-6.504985, -4.908374, -18.040789], [-6.949287, -6.099909, -18.536389], [-7.956007, -6.823415, -17.869244], [-8.550803, -6.297826, -16.686645], [-9.591639, -7.034124, -16.039355], [-10.097431, -6.693650, -14.841135], [-10.610733, -7.667754, -14.046657], [-10.950611, -7.231346, -12.817299], [-10.897580, -6.013577, -12.475414], [-11.493468, -8.217312, -11.837138], [-11.740696, -9.487535, -12.302649], [-12.051924, -10.517273, -11.392581], [-12.154282, -10.260874, -10.058123], [-11.912850, -8.972952, -9.582153], [-11.587355, -7.951683, -10.461725], [-8.042438, -5.106729, -16.092989], [-8.499540, -4.575030, -15.000344], [-5.578191, -2.284102, -14.849872], [-4.848962, -3.876275, -15.274077], [-6.428367, -3.781054, -14.356024], [-5.703650, -4.309938, -18.502014], [-6.524915, -6.566842, -19.457173], [-8.257708, -7.821233, -18.140674], [-9.969287, -7.931172, -16.543626], [-11.725594, -9.683950, -13.373066], [-12.161012, -11.521098, -11.804050], [-12.275074, -11.046272, -9.317764], [-12.112269, -8.780157, -8.506385], [-11.401127, -6.916626, -10.121024], [-12.294225, -1.556780, -14.769876], [-11.068503, -2.241696, -15.081227], [-11.224244, -3.687101, -15.567228], [-10.074770, -2.557941, -13.864256], [-9.724626, -1.813793, -12.757985], [-9.827675, -0.414814, -12.588507], [-9.493201, 0.160651, -11.364033], [-8.946479, -0.573557, -10.341377], [-8.764843, -1.971627, -10.483761], [-8.257051, -2.818751, -9.435425], [-8.104807, -4.173874, -9.663343], [-8.459399, -4.680020, -10.915893], [-8.988631, -3.961824, -11.919324], [-9.104308, -2.630800, -11.731414], [-10.183281, -1.324203, -16.378715], [-10.292165, 0.070936, -16.367098], [-9.433248, 0.837986, -17.189515], [-8.589788, 0.192052, -18.100857], [-8.432188, -1.177682, -18.075649], [-9.330937, -1.951757, -17.316492], [-10.331511, 0.140944, -13.398453], [-9.649616, 1.220130, -11.168350], [-8.594306, -0.068830, -9.401490], [-8.090017, -2.311405, -8.492743], [-7.713461, -4.881019, -8.925940], [-8.273657, -5.712157, -11.115222], [-11.055652, 0.593605, -15.792595], [-9.429526, 1.961907, -17.116377], [-8.069367, 0.803066, -18.856548], [-7.570232, -1.643082, -18.610879], [-9.329940, -3.019007, -17.436401], [-16.590605, -7.883208, -11.737806], [-16.086579, -6.640605, -11.388328], [-15.136550, -6.069845, -12.244819], [-14.868907, -6.541286, -13.534766], [-15.347045, -7.839426, -13.803126], [-16.277017, -8.458751, -12.978371], [-14.000184, -5.461357, -14.691062], [-14.111538, -6.225148, -16.300092], [-13.093947, -6.328480, -17.254129], [-13.357702, -6.937042, -18.471749], [-14.568169, -7.576175, -18.703102], [-15.607957, -7.480230, -17.752069], [-15.418224, -6.727511, -16.587455], [-15.025015, -3.993185, -14.810209], [-14.995156, -3.105066, -13.706173], [-15.810917, -2.004551, -13.682216], [-16.558803, -1.709032, -14.802656], [-16.529519, -2.493505, -15.929692], [-15.671749, -3.566463, -15.984592], [-17.272215, -8.408137, -11.069212], [-16.326902, -6.131139, -10.450294], [-14.605722, -5.166059, -11.953337], [-15.056036, -8.351348, -14.716741], [-16.712995, -9.423802, -13.260978], [-12.122692, -5.953256, -17.031184], [-12.585950, -7.045432, -19.215983], [-14.689656, -8.229439, -19.571201], [-16.563096, -7.963910, -17.982675], [-16.234837, -6.536312, -15.905368], [-14.305001, -3.354547, -12.869099], [-15.841297, -1.367099, -12.777596], [-17.165076, -0.797744, -14.816995], [-17.087102, -2.252708, -16.835217], [-15.549587, -4.075651, -16.922686]], "atomic_forces_ev_per_a": [[0.03, 0.31, 1.46], [1.22, 1.17, -0.30], [0.27, 0.25, 0.51], [0.22, -1.14, -1.05], [0.07, 1.55, 1.67], [-0.87, -2.57, -1.00], [0.36, 1.32, 0.70], [0.36, 0.46, -0.41], [-1.36, -0.03, 2.20], [1.67, -0.50, -1.82], [-1.10, -1.08, 1.14], [-0.63, -0.53, -1.99], [0.60, 1.37, -0.02], [0.82, -0.09, -0.23], [-0.65, -1.16, 0.38], [0.18, -0.09, -1.71], [0.65, 0.13, 1.04], [-0.77, 0.47, 0.62], [0.09, 0.79, -0.05], [0.63, 0.28, -1.45], [0.48, -0.25, 0.01], [-0.23, -0.85, -0.14], [-0.93, 0.25, 0.07], [-0.16, -0.26, 0.22], [-0.50, -0.40, 0.12], [-0.26, 0.64, 0.86], [-0.07, -0.05, -0.50], [0.34, -0.18, 0.53], [0.22, 0.03, 0.32], [-0.15, 0.17, 0.28], [-0.34, -0.05, -0.26], [0.52, 0.02, -0.85], [-0.12, -0.73, -0.14], [0.62, 0.08, -0.13], [0.23, -1.47, -0.42], [0.03, 1.88, 0.14], [-1.12, 0.69, -0.65], [0.67, 0.90, 0.16], [-0.99, -1.81, -0.95], [0.47, 0.41, 0.81], [0.40, 0.29, 0.77], [0.40, -1.44, -0.39], [-0.67, 0.48, -0.93], [0.14, 0.69, 0.28], [-0.44, 0.78, -1.13], [0.54, -0.55, 0.65], [-0.60, 1.85, 1.14], [-0.05, -0.07, -0.58], [0.77, 0.60, -0.30], [-0.75, 0.19, 0.03], [0.28, 1.21, 0.20], [-0.27, -0.92, -0.14], [0.46, 0.64, 0.82], [0.46, -0.14, 0.62], [0.03, -0.14, -0.36], [-0.58, -0.62, -0.98], [0.29, -0.37, 0.15], [-0.17, 0.46, -0.16], [-0.22, -0.61, -0.19], [0.32, -0.32, 0.27], [-0.30, -1.39, -0.28], [0.13, -0.36, 0.72], [-1.25, 0.20, 0.14], [0.16, -0.35, 0.37], [-0.91, -0.13, -0.27], [1.19, -0.23, -0.22], [-0.20, 0.99, -0.21], [-0.85, -1.35, 0.76], [-0.42, 0.21, -0.68], [0.63, -0.12, 0.81], [2.73, 0.39, 0.75], [-1.97, -0.62, -0.59], [-1.03, -0.02, 0.52], [-0.09, -0.71, -0.09], [-0.50, -0.19, 0.75], [0.17, 0.32, -0.41], [1.20, -0.37, -1.33], [0.13, 1.25, -0.28], [0.49, -1.61, 0.19], [0.22, 0.65, 0.82], [-1.16, 1.20, 0.13], [0.38, 0.36, -0.80], [-0.03, -0.88, 0.95], [0.03, 0.19, -0.17], [0.11, -0.41, -0.28], [-0.40, -0.01, 0.16], [-0.14, 0.20, 0.03], [0.32, 0.36, 0.16], [0.59, 0.36, 0.12], [0.25, 0.15, -0.06], [-0.04, 0.46, 0.14], [0.29, 0.23, 0.24], [0.02, -0.15, 0.03], [-0.76, 0.38, -0.62], [0.06, -0.30, -0.79], [0.06, -0.37, 0.12], [0.07, 0.23, 0.34], [-0.05, -0.46, -0.08]]}